(1)
41
Properties=species:S:1:pos:R:3:forces:R:3:nbo_charge:R:1 method="wB97M-V/def2-TZVPD" total_energy_ha=-956.237594 orbital_gap_ev=10.2 largest_force_ha_per_bohr=0.0157 lumo_ev=0.7 de_lowest_kj_mol=2.4 homo_ev=-9.514
C -4.900 -1.610 1.107 0.4 0.2 -0.1 -0.622
C -3.891 -1.182 0.059 -0.3 -0.3 -0.3 -0.073
O -3.006 -0.223 0.646 -0.1 0.0 0.4 -0.509
C -2.173 0.408 -0.180 0.2 0.2 0.1 0.814
O -2.149 0.230 -1.371 -0.1 0.0 0.0 -0.615
C -1.263 1.349 0.578 0.0 0.1 -0.4 -0.510
C -0.566 2.320 -0.371 0.0 0.0 0.2 -0.401
C 0.439 3.247 0.312 0.0 -0.2 -0.1 -0.385
C 1.556 2.504 1.056 -0.1 0.2 -0.3 -0.495
C 2.185 1.447 0.170 -0.1 0.0 0.6 0.696
O 2.530 1.654 -0.982 0.1 0.3 -0.4 -0.670
N 2.330 0.239 0.745 0.1 -0.3 0.2 -0.609
C 2.892 -0.904 0.051 0.0 -0.3 0.1 -0.170
C 3.425 -1.891 1.099 0.2 0.1 -0.5 -0.061
O 2.415 -2.263 1.994 -0.4 -0.1 0.3 -0.740
C 1.780 -1.562 -0.795 0.6 0.5 0.1 0.671
O 1.237 -2.601 -0.452 -0.2 -0.5 0.1 -0.673
N 1.477 -0.870 -1.894 -0.1 0.2 -0.4 -0.604
C 0.407 -1.255 -2.787 -0.3 -0.1 -0.1 -0.436
H -5.578 -2.344 0.681 -0.1 -0.1 0.0 0.217
H -5.473 -0.752 1.449 -0.1 0.0 0.0 0.212
H -4.390 -2.049 1.960 0.0 -0.1 0.1 0.214
H -4.380 -0.725 -0.808 0.1 -0.1 0.1 0.192
H -3.297 -2.033 -0.293 -0.1 0.1 0.0 0.188
H -0.536 0.719 1.095 0.0 0.0 0.1 0.227
H -1.848 1.873 1.335 0.0 -0.1 0.1 0.229
H -1.323 2.930 -0.867 0.0 0.0 -0.1 0.216
H -0.058 1.747 -1.147 -0.1 0.0 -0.1 0.223
H -0.077 3.901 1.019 0.0 0.1 0.0 0.203
H 0.893 3.870 -0.459 0.0 0.1 0.1 0.224
H 1.178 2.052 1.973 0.1 0.0 0.0 0.204
H 2.334 3.221 1.328 0.0 -0.1 0.1 0.241
H 2.014 0.045 1.685 -0.1 0.2 -0.1 0.419
H 3.695 -0.555 -0.608 -0.1 -0.1 0.1 0.232
H 4.213 -1.417 1.691 0.0 0.0 -0.1 0.185
H 3.844 -2.765 0.584 0.0 0.1 0.0 0.179
H 1.735 -2.706 1.455 0.1 0.1 0.0 0.501
H 1.911 0.038 -2.027 0.1 -0.2 0.2 0.433
H 0.733 -1.139 -3.819 0.0 0.0 0.0 0.197
H -0.484 -0.648 -2.616 0.1 -0.1 -0.1 0.230
H 0.166 -2.299 -2.592 0.0 0.1 -0.1 0.227

(2)
7
Properties=species:S:1:pos:R:3:forces:R:3:nbo_charge:R:1 method="wB97M-V/def2-TZVPD" total_energy_ha=-3016.896820 orbital_gap_ev=7.8 largest_force_ha_per_bohr=0.0964 lumo_ev=-3.0 de_lowest_kj_mol=203.2 homo_ev=-10.744
C -0.374 -0.576 -0.211 -3.8 -2.8 1.4 0.912
N 0.221 0.764 0.008 2.1 0.4 -3.7 0.444
O 0.556 1.436 -0.979 -1.4 -1.1 1.3 -0.324
O 0.533 0.904 1.128 0.1 1.1 2.2 -0.257
F 0.110 -1.427 0.682 -0.5 1.0 -1.1 -0.264
F -0.567 -1.210 -1.344 0.7 1.8 0.8 -0.246
Br -2.807 -0.055 0.583 2.7 -0.5 -0.9 -0.265

(3)
33
Properties=species:S:1:pos:R:3:forces:R:3:nbo_charge:R:1 method="wB97M-V/def2-TZVPD" total_energy_ha=-1298.814912 orbital_gap_ev=9.8 largest_force_ha_per_bohr=0.0286 lumo_ev=0.0 de_lowest_kj_mol=0.0 homo_ev=-9.731
C -0.497 -1.467 -4.910 0.2 -0.1 0.1 -0.608
C 0.616 -1.737 -3.904 -0.1 0.2 0.0 -0.392
C 0.435 -0.973 -2.593 -0.1 -0.3 -0.1 -0.399
C -0.795 -1.431 -1.807 0.0 0.1 -0.3 -0.230
N -0.853 -0.792 -0.512 0.2 -0.2 0.0 -0.596
C -1.740 0.177 -0.245 0.0 -0.2 0.1 0.609
O -2.625 0.546 -0.987 -0.2 0.2 0.0 -0.592
C -1.597 0.788 1.124 0.9 0.2 0.6 0.299
O -2.685 1.386 1.601 0.0 -0.5 -1.0 -0.216
N -2.432 1.936 2.796 0.2 0.6 1.3 -0.092
C -1.175 1.721 3.079 -0.2 -0.2 -0.7 0.144
C -0.595 2.193 4.358 0.0 0.1 0.2 -0.396
Cl -0.099 0.783 5.341 0.0 0.0 0.2 -0.053
C -0.561 0.969 2.029 -0.8 0.0 -0.3 -0.282
C 0.832 0.501 1.980 -0.2 -0.3 -0.4 0.812
O 1.216 -0.434 1.311 0.1 0.1 0.1 -0.619
O 1.616 1.228 2.764 -0.2 0.3 0.0 -0.499
C 2.985 0.857 2.881 0.5 -0.3 0.0 -0.272
H -0.273 -1.952 -5.857 -0.1 0.0 -0.1 0.211
H -1.450 -1.847 -4.551 -0.2 0.0 0.0 0.203
H -0.597 -0.399 -5.087 -0.1 0.1 -0.1 0.204
H 0.665 -2.808 -3.693 0.1 -0.1 0.0 0.194
H 1.571 -1.444 -4.344 0.0 -0.1 0.0 0.203
H 1.319 -1.121 -1.967 0.0 0.1 0.0 0.202
H 0.345 0.095 -2.801 0.0 0.1 0.1 0.202
H -0.760 -2.515 -1.660 -0.1 0.0 -0.1 0.193
H -1.713 -1.166 -2.334 0.1 -0.2 0.1 0.232
H -0.072 -0.948 0.120 -0.2 0.1 0.1 0.433
H -1.349 2.741 4.921 0.1 0.0 -0.1 0.246
H 0.297 2.796 4.197 -0.2 0.0 0.0 0.242
H 3.195 0.695 3.938 0.0 0.0 -0.1 0.201
H 3.178 -0.054 2.312 0.0 0.1 0.1 0.218
H 3.596 1.675 2.499 -0.1 -0.1 0.0 0.196

(4)
22
Properties=species:S:1:pos:R:3:forces:R:3:nbo_charge:R:1 method="wB97M-V/def2-TZVPD" total_energy_ha=-404.082139 orbital_gap_ev=6.4 largest_force_ha_per_bohr=0.0419 lumo_ev=3.8 charge=-1 de_lowest_kj_mol=190.1 homo_ev=-2.629
C -0.397 -0.206 1.681 0.4 0.6 -0.7 -0.420
N 0.356 0.830 0.954 -0.7 -0.4 0.0 -0.442
C -0.604 1.830 0.491 0.2 0.4 2.0 -0.424
C 0.270 -0.401 -1.316 1.1 -1.5 1.1 -0.733
C 1.118 0.244 -0.180 -0.6 0.8 -0.5 -0.069
C 2.160 -0.840 0.324 -0.4 0.1 -0.3 -0.036
O 1.700 -2.102 0.253 -0.1 -0.1 0.1 -0.958
H 0.307 -0.976 1.982 -0.3 -0.3 0.0 0.247
H -1.146 -0.563 0.961 -0.1 -0.7 0.3 0.134
H -0.968 0.197 2.520 0.3 0.2 0.1 0.168
H -0.209 2.415 -0.334 -0.4 -0.3 -0.4 0.197
H -1.618 1.411 0.425 0.0 0.0 -1.1 0.165
H -0.746 2.539 1.326 0.1 0.1 -0.1 0.173
H -0.692 -0.696 -0.925 -0.4 0.5 -0.4 0.175
H 0.318 -0.006 -2.330 -0.3 0.6 0.2 0.186
H 0.733 -1.409 -1.326 0.0 0.0 -0.3 0.291
H 1.513 1.179 -0.605 0.9 -0.4 0.0 0.158
H 3.044 -0.661 -0.334 0.3 0.1 0.2 0.082
H 2.405 -0.543 1.368 0.3 0.3 -0.1 0.103
H -2.131 -0.527 -2.292 0.2 0.0 0.1 0.479
H -2.524 -0.943 -0.886 0.1 0.0 0.1 0.473
O -2.888 -0.773 -1.758 -0.7 0.0 -0.2 -0.951

(5)
94
Properties=species:S:1:pos:R:3:forces:R:3:mulliken_charge:R:1 method="wB97M-V/def2-TZVPD" total_energy_ha=-3154.932115 orbital_gap_ev=7.2 largest_force_ha_per_bohr=0.0123 lumo_ev=2.5 charge=-1 de_lowest_kj_mol=0.0 homo_ev=-4.769
Cd 0.777 0.792 0.028 0.4 0.0 -0.2 0.605
O 0.244 3.219 2.677 -0.3 0.1 0.1 -0.548
N -0.512 2.197 3.200 0.1 0.1 0.0 0.154
C -1.660 2.580 3.567 -0.2 0.0 0.0 -1.187
C -2.580 1.580 4.123 0.1 0.0 0.1 0.672
C -3.470 1.994 5.117 0.0 0.0 0.0 -0.705
C -4.285 1.087 5.766 0.0 0.0 0.0 -0.535
C -4.214 -0.256 5.425 0.0 0.0 0.0 -0.897
C -3.361 -0.666 4.414 0.0 0.0 -0.1 -0.088
C -2.542 0.234 3.728 0.0 -0.1 0.0 0.094
P -1.555 -0.325 2.251 -0.2 0.1 0.0 1.380
C -0.332 -1.451 2.993 0.0 0.0 0.0 0.095
C 0.318 -2.343 2.138 0.0 0.0 0.0 -0.083
C 1.366 -3.123 2.597 0.0 0.0 0.0 -0.800
C 1.788 -3.011 3.916 0.0 0.0 0.0 -0.655
C 1.160 -2.116 4.765 0.0 0.0 0.0 -0.746
C 0.105 -1.337 4.309 0.0 0.0 0.0 -0.826
C -2.786 -1.493 1.534 0.0 0.0 0.1 0.687
C -3.710 -0.928 0.656 0.0 0.0 0.0 -0.838
C -4.709 -1.698 0.081 0.0 0.0 0.0 -0.456
C -4.796 -3.052 0.371 0.0 0.0 0.0 -0.608
C -3.877 -3.629 1.237 0.0 0.0 0.0 -0.575
C -2.879 -2.855 1.812 0.0 0.0 0.0 -0.153
H 1.037 2.754 2.386 0.5 -0.3 0.0 0.400
H -1.960 3.625 3.498 0.0 0.0 0.0 0.428
H -3.497 3.043 5.390 0.0 0.0 0.0 0.423
H -4.964 1.422 6.540 0.0 0.0 0.0 0.380
H -4.833 -0.984 5.935 0.0 0.0 0.0 0.426
H -3.340 -1.712 4.141 0.0 0.0 0.0 0.374
H 0.008 -2.412 1.100 0.0 0.0 0.0 0.344
H 1.869 -3.799 1.917 0.0 0.0 0.0 0.426
H 2.627 -3.596 4.269 0.0 0.0 0.0 0.354
H 1.510 -1.997 5.783 0.0 0.0 0.0 0.359
H -0.364 -0.621 4.973 0.0 0.0 0.0 0.371
H -3.641 0.128 0.413 0.0 0.0 0.0 0.274
H -5.409 -1.240 -0.607 0.0 0.0 0.0 0.425
H -5.569 -3.659 -0.085 0.0 0.0 0.0 0.377
H -3.931 -4.687 1.461 0.0 0.0 0.0 0.387
H -2.161 -3.319 2.478 0.0 0.0 0.0 0.399
C -1.813 3.695 -0.115 0.0 0.0 0.0 -1.115
C -2.158 2.461 -0.894 0.0 0.0 0.0 -0.217
C -3.299 2.370 -1.670 0.0 0.0 0.0 -0.777
C -3.522 1.175 -2.367 0.0 0.0 0.0 -0.805
C -2.647 0.127 -2.261 0.0 0.0 0.0 -0.966
C -1.498 0.258 -1.429 -0.1 0.0 0.1 0.807
N -1.298 1.446 -0.788 0.0 0.0 0.1 0.976
N -0.577 -0.670 -1.179 0.1 0.0 0.1 0.697
Si -0.266 -2.131 -2.021 0.0 0.0 0.0 0.170
C -1.596 -3.429 -1.717 0.0 0.0 0.0 -0.955
C -0.147 -1.876 -3.885 0.0 0.0 0.0 -1.240
C 1.382 -2.792 -1.402 0.0 0.0 0.0 -1.083
H -2.441 4.537 -0.404 0.0 0.0 0.0 0.478
H -0.766 3.958 -0.273 0.0 0.0 0.0 0.149
H -1.940 3.510 0.953 0.0 0.0 0.0 -0.040
H -3.979 3.206 -1.747 0.0 0.0 0.0 0.426
H -4.404 1.074 -2.991 0.0 0.0 0.0 0.396
H -2.830 -0.808 -2.772 0.0 0.0 0.0 0.407
H -2.541 -3.165 -2.199 0.0 0.0 0.0 0.260
H -1.798 -3.538 -0.648 0.0 0.0 0.0 0.101
H -1.282 -4.402 -2.107 0.0 0.0 0.0 0.433
H -0.960 -1.256 -4.270 0.0 0.0 0.0 0.308
H -0.184 -2.837 -4.406 0.0 0.0 0.0 0.446
H 0.794 -1.388 -4.149 0.0 0.0 0.0 0.249
H 1.324 -3.850 -1.130 0.0 0.0 0.0 0.394
H 1.728 -2.236 -0.527 0.0 0.0 0.0 0.054
H 2.156 -2.685 -2.166 0.0 0.0 0.0 0.338
C 7.239 0.421 -3.392 0.0 0.0 0.0 -0.409
C 7.290 0.518 -2.008 0.0 0.0 0.0 -0.522
C 6.118 0.599 -1.272 0.0 0.0 0.0 -0.427
C 4.868 0.602 -1.896 0.0 0.0 0.0 0.100
C 4.832 0.482 -3.287 0.0 0.0 0.0 -0.068
C 6.003 0.396 -4.025 0.0 0.0 0.0 -0.628
C 3.648 0.676 -1.056 0.0 0.0 0.0 0.193
C 2.466 1.239 -1.337 0.0 0.1 0.0 -1.053
C 2.227 2.019 -2.565 0.0 0.0 0.0 -0.066
C 1.167 1.703 -3.423 0.0 0.0 0.0 0.686
C 0.922 2.446 -4.567 0.0 0.0 0.0 -0.793
C 1.710 3.549 -4.871 0.0 0.0 0.0 -0.558
C 2.744 3.898 -4.010 0.0 0.0 0.0 -0.655
C 2.999 3.144 -2.875 0.0 0.0 0.0 -0.020
H 8.152 0.354 -3.971 0.0 0.0 0.0 0.362
H 8.247 0.527 -1.499 0.0 0.0 0.0 0.369
H 6.158 0.664 -0.190 0.0 0.0 0.0 0.472
H 3.875 0.452 -3.792 0.0 0.0 0.0 0.388
H 5.949 0.304 -5.104 0.0 0.0 0.0 0.383
H 3.781 0.211 -0.079 0.0 0.0 0.0 0.221
H 0.534 0.858 -3.179 0.0 0.0 0.0 0.271
H 0.101 2.168 -5.218 0.0 0.0 0.0 0.414
H 1.513 4.138 -5.758 0.0 0.0 0.0 0.364
H 3.361 4.762 -4.228 0.0 0.0 0.0 0.374
H 3.812 3.416 -2.212 0.0 0.0 0.0 0.414
S 4.098 -0.035 3.539 0.0 0.0 -0.1 -0.443
C 2.878 0.494 2.602 0.0 0.0 0.1 -0.051
N 1.998 0.898 1.940 -0.4 0.0 0.0 -0.343

(6)
8
Properties=species:S:1:pos:R:3:forces:R:3:nbo_charge:R:1 method="wB97M-V/def2-TZVPD" total_energy_ha=-1003.249161 orbital_gap_ev=5.1 largest_force_ha_per_bohr=0.0671 lumo_ev=-3.0 de_lowest_kj_mol=255.4 homo_ev=-8.032
N 1.173 -0.168 -0.119 0.9 3.3 0.1 -0.425
O -0.958 0.773 0.915 -2.8 0.3 -0.4 -0.849
O 1.961 0.419 -1.087 1.9 0.5 -1.0 -0.770
S -2.934 -1.103 -0.153 0.8 2.6 0.7 -0.211
S -2.329 0.719 0.318 1.1 -2.6 0.1 1.046
H 1.703 -0.496 0.703 -0.4 -0.3 -0.3 0.362
H 0.760 -0.846 -0.706 -1.5 -1.4 0.6 0.405
H 0.623 0.703 0.129 0.0 -2.4 0.3 0.442